DFT (ωB97M-V/def2-TZVPD) results for one molecule with the formula C5H14N2.

Properties
HOMO level: -9.2 eV
SMILES: CCN(N)C(C)C
Energy: -308.330647 a.u.
Frontier orbital gap: 10.4 eV

CARTESIAN COORDINATES (ANGSTROEM)
C: -2.61 -0.22 -0.37
C: -1.30 -0.67 0.30
N: -0.24 0.30 -0.21
N: -0.65 1.61 0.33
C: 1.12 0.01 0.25
C: 2.07 0.98 -0.33
C: 1.30 -1.45 -0.07
H: -2.35 0.03 -1.35
H: -3.22 -1.12 -0.48
H: -3.07 0.62 0.04
H: -1.64 -0.55 1.38
H: -1.07 -1.68 0.02
H: -0.31 1.70 1.24
H: -0.37 2.35 -0.29
H: 1.21 -0.08 1.33
H: 2.18 0.81 -1.47
H: 1.96 2.03 -0.07
H: 3.08 0.77 0.15
H: 0.75 -1.75 -0.93
H: 0.80 -1.90 0.76
H: 2.36 -1.81 -0.24

DFT (ωB97M-V/def2-TZVPD) results for one molecule with the formula C5H9NS2.

Properties
HOMO level: -8.4 eV
SMILES: C/C=C(\NC=S)SC
Energy: -1046.872623 a.u.
Frontier orbital gap: 8.5 eV

CARTESIAN COORDINATES (ANGSTROEM)
C: 0.13 2.76 0.25
C: -1.01 1.82 -0.15
C: -0.80 0.38 -0.20
N: 0.40 -0.27 -0.39
C: 1.47 -0.26 0.40
S: 2.90 -0.71 -0.17
S: -2.26 -0.53 -0.34
C: -1.54 -1.93 0.74
H: 0.21 2.75 1.49
H: 1.38 2.88 0.12
H: 0.05 3.96 0.05
H: -1.94 2.36 0.24
H: 0.45 -0.51 -1.35
H: 1.48 0.09 1.51
H: -2.56 -2.43 0.77
H: -0.71 -2.49 0.08
H: -0.90 -1.44 1.71

DFT (ωB97M-V/def2-TZVPD) results for a 10-piece molecular cluster, C13H46N8O10 overall.

Properties
HOMO level: -7.8 eV
SMILES: NC(N)=O.NC(N)=O.NC(N)=O.NC(N)=O.CCO.CCO.CCO.CO.CO.CO
Energy: -1713.219734 a.u.
Frontier orbital gap: 7.8 eV

CARTESIAN COORDINATES (ANGSTROEM)
N: -0.53 -2.50 3.68
C: -1.32 -1.45 3.60
N: -1.13 -0.84 2.47
O: -2.33 -1.08 4.47
H: -0.57 -3.14 4.52
H: 0.09 -2.77 2.97
H: -1.52 0.10 2.31
H: -0.47 -1.23 1.76
N: -1.95 1.37 -4.04
C: -1.31 1.57 -2.98
N: -0.47 2.58 -3.01
O: -1.53 0.81 -1.87
H: -2.71 0.65 -3.87
H: -1.78 1.79 -4.94
H: 0.06 2.78 -2.12
H: -0.38 3.15 -3.87
N: 2.67 -2.22 -4.10
C: 2.23 -1.82 -2.97
N: 1.04 -1.42 -2.97
O: 2.94 -1.78 -1.79
H: 3.60 -2.69 -3.96
H: 2.15 -2.15 -5.02
H: 0.61 -0.98 -2.12
H: 0.36 -1.20 -3.71
N: 0.31 2.84 2.63
C: -0.68 2.74 1.77
N: -0.91 3.79 1.05
O: -1.56 1.66 1.76
H: 0.55 1.93 3.11
H: 1.01 3.57 2.67
H: -1.66 3.71 0.38
H: -0.45 4.69 1.20
C: -2.39 -3.06 -0.22
C: -1.74 -3.07 -1.63
O: -0.46 -3.42 -1.55
H: -1.72 -2.75 0.52
H: -2.57 -4.16 -0.13
H: -3.36 -2.63 -0.08
H: -1.75 -2.03 -2.06
H: -2.28 -3.67 -2.36
H: 0.14 -2.96 -2.11
C: -4.36 -0.48 1.36
C: -3.77 -0.11 0.04
O: -4.05 1.24 -0.18
H: -3.87 -1.40 1.75
H: -5.45 -0.61 1.28
H: -4.31 0.25 2.19
H: -4.31 -0.72 -0.72
H: -2.73 -0.25 -0.01
H: -4.81 1.46 0.38
C: 3.03 2.55 -1.08
C: 2.07 3.26 -0.07
O: 0.90 3.52 -0.85
H: 3.75 2.08 -0.50
H: 3.66 3.19 -1.70
H: 2.54 1.86 -1.74
H: 2.56 4.15 0.31
H: 1.93 2.57 0.68
H: 0.17 3.62 -0.18
C: 3.50 0.75 2.23
O: 4.69 1.14 2.84
H: 3.01 1.62 1.92
H: 2.80 0.24 2.83
H: 3.61 0.20 1.36
H: 5.25 1.60 2.15
C: 2.22 -2.70 1.44
O: 0.96 -3.30 1.52
H: 2.41 -2.08 2.32
H: 2.43 -2.05 0.59
H: 3.05 -3.47 1.56
H: 0.52 -3.06 0.74
C: 1.06 0.20 0.08
O: 0.15 -0.85 -0.23
H: 1.04 0.13 1.20
H: 0.67 1.11 -0.25
H: 2.10 0.09 -0.19
H: -0.65 -0.43 -0.44

DFT (ωB97M-V/def2-TZVPD) results for a 2-piece molecular cluster, C2H8NO2 overall.

Properties
HOMO level: -2.8 eV
Charge: -1
Energy: -286.200824 a.u.
Frontier orbital gap: 7.1 eV

CARTESIAN COORDINATES (ANGSTROEM)
C: -0.50 -1.54 0.32
N: 0.31 -0.28 0.11
C: -0.72 0.87 0.46
O: -1.33 1.11 1.57
H: 0.17 -2.30 -0.10
H: -1.44 -1.68 -0.27
H: -0.74 -1.72 1.41
H: 1.01 -0.22 0.86
H: -1.43 0.53 -0.33
H: -0.19 1.68 0.05
H: 1.38 0.39 -1.20
H: 1.54 1.97 -1.23
O: 1.94 1.18 -1.65

DFT (ωB97M-V/def2-TZVPD) results for one molecule with the formula C4H7N3.

Properties
HOMO level: -9.6 eV
Energy: -320.825604 a.u.
Frontier orbital gap: 10.0 eV

CARTESIAN COORDINATES (ANGSTROEM)
C: -1.82 0.10 -0.43
C: -0.94 -0.37 0.72
N: 0.36 0.27 0.78
C: 1.37 -0.15 -0.02
N: 1.29 -1.04 -0.92
C: 2.81 1.60 -0.34
N: 2.59 0.59 0.25
H: -1.33 -0.12 -1.39
H: -2.02 1.17 -0.37
H: -2.78 -0.44 -0.41
H: -0.75 -1.44 0.64
H: -1.42 -0.18 1.69
H: 0.45 1.19 1.18
H: 2.18 -1.19 -1.38

DFT (ωB97M-V/def2-TZVPD) results for a 7-piece molecular cluster, C5H25NO7 overall.

Properties
HOMO level: -8.8 eV
SMILES: CCN(C)CCO.O.O.O.O.O.O
Energy: -786.791343 a.u.
Frontier orbital gap: 9.1 eV

CARTESIAN COORDINATES (ANGSTROEM)
C: 1.69 1.62 0.12
C: 1.12 0.23 -0.39
N: 0.51 0.36 -1.74
C: 1.44 0.95 -2.85
C: -0.24 -0.83 -2.01
C: -1.76 -0.23 -2.04
O: -2.42 -0.39 -0.76
H: 0.94 2.45 0.11
H: 2.51 2.08 -0.37
H: 1.92 1.45 1.10
H: 0.44 -0.16 0.26
H: 2.10 -0.41 -0.09
H: 2.42 1.02 -2.59
H: 1.30 0.51 -3.86
H: 1.13 2.08 -2.85
H: -0.15 -1.40 -3.04
H: -0.19 -1.74 -1.33
H: -2.41 -0.73 -2.76
H: -1.78 0.88 -2.29
H: -2.16 -1.20 -0.29
O: -1.58 2.74 -1.18
H: -0.84 2.19 -1.16
H: -2.23 2.85 -1.81
O: -1.94 0.38 3.42
H: -2.47 1.21 3.40
H: -1.83 0.15 2.48
O: -2.56 2.13 1.26
H: -1.91 2.59 0.71
H: -2.67 1.25 1.00
O: 2.34 -0.93 3.29
H: 2.01 -0.64 4.16
H: 3.22 -0.54 3.18
O: 0.38 -2.88 2.70
H: 1.20 -2.30 2.66
H: -0.30 -2.29 2.51
O: 1.25 -4.09 0.08
H: 0.42 -4.40 -0.06
H: 1.11 -3.95 1.03

DFT (ωB97M-V/def2-TZVPD) results for C3H14IrNOS as an isolated structure.

Properties
HOMO level (spin up / spin down): -9.7 / -15.1 eV
Expectation value of S²: 8.762
Charge: +1
Energy: -754.571715 a.u.
Frontier orbital gap (spin up / spin down): 6.0 / 7.7 eV
Spin multiplicity: 6

CARTESIAN COORDINATES (ANGSTROEM)
C: -2.21 1.89 0.51
Ir: 1.19 -1.79 0.79
N: 1.28 -1.75 -1.25
H: 1.58 -0.21 0.58
H: 2.21 -1.58 -1.64
H: -2.49 1.46 -0.44
H: -2.00 2.95 0.38
H: -1.32 1.38 0.90
H: -3.05 1.78 1.21
H: 0.96 -2.63 -1.67
H: 0.67 -1.04 -1.68
C: -0.82 -0.88 3.13
S: -0.33 -2.26 2.11
C: 1.70 -2.20 2.77
O: -0.86 -3.53 2.64
H: 0.03 -0.46 3.69
H: -1.56 -1.28 3.82
H: -1.27 -0.11 2.47
H: 1.66 -1.49 3.61
H: 1.80 -3.24 3.11
H: 2.62 -1.95 2.18

DFT (ωB97M-V/def2-TZVPD) results for C2H6O3P2 as an isolated structure.

Properties
HOMO level: 0.8 eV
Charge: -2
Energy: -988.228212 a.u.
Frontier orbital gap: 6.5 eV

CARTESIAN COORDINATES (ANGSTROEM)
C: -1.06 -0.29 0.84
C: -0.50 -0.04 -0.44
O: 1.42 -1.98 0.36
O: 2.04 0.27 -0.65
O: 1.05 -1.68 -2.06
P: 0.50 1.64 -0.35
P: 1.13 -1.04 -0.72
H: -1.43 0.70 1.23
H: -1.82 -1.03 0.74
H: -0.23 -0.79 1.43
H: -1.03 -0.07 -1.32
H: -0.80 2.57 -0.11
H: 0.73 1.73 1.07

DFT (ωB97M-V/def2-TZVPD) results for a 2-piece molecular cluster, C6H11N3O2 overall.

Properties
HOMO level: -6.9 eV
Energy: -549.907178 a.u.
Frontier orbital gap: 7.4 eV

CARTESIAN COORDINATES (ANGSTROEM)
C: 2.22 -0.85 1.61
C: 1.70 -0.72 0.37
C: 0.09 -0.06 1.79
C: -1.23 1.72 -0.64
C: -1.99 -0.65 -0.60
C: -0.87 0.34 -0.95
N: 1.28 -0.45 2.51
N: 0.46 -0.20 0.50
N: -0.30 0.03 -2.13
O: 2.17 -1.04 -0.92
O: -0.93 0.52 2.19
H: 3.28 -1.11 1.93
H: -0.30 2.19 -0.99
H: -2.21 2.02 -1.11
H: -1.25 2.02 0.47
H: -1.65 -1.64 -0.21
H: -2.47 -0.94 -1.47
H: -2.55 -0.21 0.14
H: 1.37 -0.29 3.49
H: 2.91 -0.58 -1.22
H: 0.24 0.85 -2.39
H: 0.00 -0.95 -2.35

DFT (ωB97M-V/def2-TZVPD) results for a 2-piece molecular cluster, C2H5IOS overall.

Properties
HOMO level: -9.8 eV
SMILES: CC(=O)S.I
Energy: -850.302197 a.u.
Frontier orbital gap: 10.2 eV

CARTESIAN COORDINATES (ANGSTROEM)
C: -1.57 -0.33 0.03
C: -0.23 0.39 0.40
O: 0.53 -0.08 1.24
S: 0.06 1.89 -0.61
H: -1.82 -1.08 0.74
H: -2.37 0.28 -0.28
H: -1.27 -0.78 -0.93
H: 1.42 1.89 -0.18
I: 3.21 -0.70 -0.66
H: 2.03 -1.48 0.25

DFT (ωB97M-V/def2-TZVPD) results for a 2-piece molecular cluster, CH7N2O overall.

Properties
HOMO level: -3.1 eV
Charge: -1
Energy: -227.034788 a.u.
Frontier orbital gap: 7.9 eV

CARTESIAN COORDINATES (ANGSTROEM)
O: -1.87 -0.83 -0.53
H: -2.41 -0.05 -0.68
N: 0.13 -0.19 1.32
C: 0.74 0.74 0.24
N: 0.60 0.20 -1.07
H: 0.65 -1.05 1.15
H: -0.81 -0.43 0.90
H: 1.80 0.69 0.52
H: 0.43 1.78 0.40
H: -0.37 -0.16 -1.23
H: 1.11 -0.68 -1.03

DFT (ωB97M-V/def2-TZVPD) results for C20H25NO3 as an isolated structure.

Properties
HOMO level: -7.0 eV
Energy: -1056.865603 a.u.
Frontier orbital gap: 7.2 eV

CARTESIAN COORDINATES (ANGSTROEM)
C: 5.71 -1.72 3.38
H: 5.47 -2.80 3.22
O: 4.90 -1.10 2.30
C: 3.67 -1.05 2.45
C: 3.10 -1.67 3.32
C: 1.63 -1.63 3.54
C: 0.93 -0.82 2.68
C: 1.67 -0.37 1.48
C: 3.06 -0.42 1.52
H: 3.55 0.23 0.76
H: 1.04 0.11 0.89
O: -0.40 -1.15 2.66
C: -1.15 -0.24 1.54
C: -1.49 -1.22 0.42
O: -2.37 -0.64 -0.46
C: -2.93 -1.32 -1.29
C: -2.02 -1.30 -2.70
N: -1.62 -0.18 -3.26
C: -0.49 0.27 -3.01
C: -0.59 1.45 -1.75
C: 0.66 1.79 -1.18
C: 0.45 2.79 0.03
C: -0.82 3.37 0.12
C: -1.91 3.08 -0.51
C: -1.71 1.82 -1.81
C: -3.04 1.68 -2.50
C: -2.56 0.90 -3.66
H: -3.63 0.09 -3.98
H: -2.23 1.41 -4.32
H: -3.50 2.65 -2.81
H: -3.70 1.09 -1.77
H: -2.70 3.50 -0.60
H: -0.88 4.19 0.80
H: 1.45 3.21 0.36
H: 1.59 1.41 -1.32
H: 0.15 -0.55 -2.53
H: 0.12 0.74 -3.96
H: -2.76 -1.95 -3.21
H: -1.16 -2.07 -2.41
H: -3.93 -1.05 -1.51
H: -3.21 -2.26 -1.02
H: -0.52 -1.17 0.11
H: -1.58 -2.19 0.73
H: -0.82 0.78 1.47
H: -2.19 -0.38 2.16
H: 0.94 -2.14 4.12
H: 3.43 -2.20 4.20
H: 5.58 -1.22 4.28
H: 6.82 -1.73 3.01

DFT (ωB97M-V/def2-TZVPD) results for one molecule with the formula C23H27N3O5S.

Properties
HOMO level: -8.0 eV
SMILES: CCOc1cc2[nH]c(=S)n(CCC(=O)NCc3ccc(OC)cc3)c(=O)c2cc1OCC
Energy: -1831.353811 a.u.
Frontier orbital gap: 8.4 eV

CARTESIAN COORDINATES (ANGSTROEM)
C: -4.04 -1.84 -1.62
C: -4.50 -1.71 -0.17
O: -3.40 -1.59 0.73
C: -2.53 -0.56 0.67
C: -1.26 -0.87 1.15
C: -0.26 0.09 1.19
N: 1.00 -0.19 1.66
C: 2.03 0.68 1.63
S: 3.51 0.17 2.19
N: 1.78 1.95 1.18
C: 2.86 2.93 1.12
C: 3.21 3.29 -0.33
C: 3.24 2.09 -1.27
O: 2.60 2.07 -2.30
N: 4.08 1.10 -0.91
C: 4.16 -0.14 -1.67
C: 3.17 -1.16 -1.16
C: 3.56 -2.15 -0.28
C: 2.64 -3.06 0.23
C: 1.31 -2.97 -0.14
O: 0.31 -3.79 0.31
C: 0.66 -4.86 1.15
C: 0.91 -1.97 -1.03
C: 1.83 -1.07 -1.53
C: 0.52 2.40 0.78
O: 0.35 3.57 0.51
C: -0.52 1.38 0.74
C: -1.80 1.70 0.27
C: -2.81 0.76 0.23
O: -4.07 1.02 -0.21
C: -4.42 2.33 -0.64
C: -4.68 3.27 0.53
H: -4.90 -2.06 -2.26
H: -3.32 -2.65 -1.71
H: -3.58 -0.92 -1.96
H: -4.99 -2.63 0.15
H: -5.19 -0.87 -0.06
H: -1.08 -1.88 1.47
H: 1.23 -1.13 1.95
H: 2.52 3.83 1.64
H: 3.71 2.51 1.66
H: 2.46 3.98 -0.72
H: 4.18 3.79 -0.34
H: 4.46 1.08 0.03
H: 3.93 0.12 -2.70
H: 5.18 -0.52 -1.60
H: 4.59 -2.23 0.03
H: 2.98 -3.82 0.92
H: 1.08 -4.52 2.10
H: -0.27 -5.39 1.35
H: 1.36 -5.54 0.67
H: -0.13 -1.91 -1.32
H: 1.52 -0.29 -2.20
H: -1.94 2.72 -0.05
H: -3.66 2.74 -1.31
H: -5.34 2.18 -1.21
H: -5.46 2.86 1.18
H: -5.02 4.23 0.15
H: -3.79 3.43 1.13

DFT (ωB97M-V/def2-TZVPD) results for C24H69BMnN4O10 as an isolated structure.

Properties
HOMO level (spin up / spin down): -7.3 / -7.4 eV
Expectation value of S²: 8.753
Energy: -3102.908707 a.u.
Frontier orbital gap (spin up / spin down): 7.6 / 7.6 eV
Spin multiplicity: 6

CARTESIAN COORDINATES (ANGSTROEM)
Mn: -1.32 -0.30 1.84
C: -5.56 -1.05 2.59
C: -4.78 -0.19 1.58
O: -3.41 -0.28 1.57
H: -5.39 -0.78 3.63
H: -5.33 -2.10 2.39
H: -6.63 -0.98 2.39
H: -5.05 0.87 1.78
H: -5.26 -0.40 0.61
B: -0.58 -0.63 -0.27
H: 0.16 -0.90 0.57
H: -1.56 -1.24 -0.22
H: -0.86 0.49 -0.14
H: -0.04 -0.86 -1.26
C: 3.18 0.61 5.78
O: 2.24 0.61 4.73
C: 2.84 0.31 3.48
C: 1.72 0.14 2.44
N: 0.56 -0.63 2.98
C: 0.86 -2.06 3.02
C: -0.45 -2.85 3.28
O: -1.40 -2.38 2.30
C: -2.48 -3.29 2.15
H: 2.74 0.30 6.73
H: 3.68 1.57 5.90
H: 3.94 -0.16 5.56
H: 3.45 -0.59 3.44
H: 3.42 1.19 3.19
H: 2.10 -0.23 1.49
H: 1.41 1.17 2.23
H: 0.62 -0.30 3.95
H: 1.52 -2.29 3.86
H: 1.37 -2.47 2.15
H: -0.82 -2.61 4.27
H: -0.25 -3.90 3.07
H: -2.17 -4.33 2.02
H: -3.08 -3.00 1.29
H: -3.11 -3.25 3.04
C: 1.30 -3.82 -0.75
C: 2.61 -3.18 -0.34
O: 3.21 -3.66 0.88
O: 0.69 -3.08 -1.80
H: 0.56 -3.74 0.06
H: 1.39 -4.86 -1.04
H: 2.56 -2.10 -0.29
H: 3.34 -3.52 -1.08
H: 3.39 -4.60 0.77
H: 0.29 -2.28 -1.40
C: -3.17 1.19 -2.92
C: -3.88 -0.10 -2.59
O: -2.90 -1.12 -2.35
O: -2.65 1.87 -1.78
H: -3.84 1.92 -3.39
H: -2.36 1.12 -3.65
H: -4.54 -0.35 -3.42
H: -4.45 0.00 -1.66
H: -2.46 -0.97 -1.49
H: -2.03 1.29 -1.32
C: 0.98 4.71 -1.56
C: 0.69 3.21 -1.63
C: 1.46 2.53 -2.79
O: 1.32 3.23 -4.01
C: 0.05 3.06 -4.60
N: 0.96 2.61 -0.33
H: 0.69 5.16 -2.51
H: 2.01 4.94 -1.31
H: 0.22 5.08 -0.87
H: -0.37 3.05 -1.86
H: 1.16 1.48 -2.88
H: 2.52 2.57 -2.53
H: -0.04 2.06 -5.03
H: -0.11 3.74 -5.43
H: -0.76 3.15 -3.87
H: 1.94 2.68 -0.07
H: 0.78 1.61 -0.48
C: 2.09 -1.38 -4.10
C: 2.46 -1.25 -5.56
C: 3.84 -1.82 -5.85
O: 4.94 -1.26 -5.13
C: 5.07 0.13 -5.32
N: 1.52 -1.89 -6.52
H: 1.08 -1.12 -3.80
H: 2.84 -0.86 -3.49
H: 2.25 -2.39 -3.71
H: 2.49 -0.20 -5.88
H: 4.07 -1.67 -6.91
H: 3.89 -2.90 -5.65
H: 5.24 0.41 -6.36
H: 5.86 0.48 -4.65
H: 4.19 0.68 -4.97
H: 0.72 -1.25 -6.51
H: 1.11 -2.64 -5.95
C: -1.12 3.82 3.32
C: -1.03 2.31 3.22
C: -2.12 1.64 4.07
O: -1.97 0.22 4.09
C: -2.85 -0.46 4.92
N: -1.21 1.91 1.81
H: -0.90 4.21 4.33
H: -2.09 4.18 2.98
H: -0.34 4.30 2.72
H: -0.04 2.04 3.58
H: -3.12 1.96 3.77
H: -1.99 1.92 5.13
H: -2.51 -0.43 5.97
H: -2.93 -1.50 4.60
H: -3.88 -0.09 5.03
H: -1.94 2.57 1.51
H: -0.44 2.26 1.23

Which energy above the lowest of the compared OMol25 structures with the same formula, charge and spin belongs to each record? In order, 57.99, 110.25, 175.08, 29.14, 36.20, 89.00, 10.68, 19.10, 24.88, 8.73, 9.37, 507.10, 36.71, 0.00 kcal/mol.